Record 1
{"formula": "C17H36ClN2O4P", "method": "ωB97M-V/def2-TZVPD", "elements": ["C", "C", "N", "P", "C", "C", "C", "Cl", "N", "C", "C", "C", "O", "H", "H", "H", "H", "H", "H", "H", "H", "H", "H", "H", "H", "H", "H", "H", "H", "H", "H", "C", "C", "O", "C", "H", "H", "H", "H", "H", "H", "C", "C", "O", "C", "H", "H", "H", "H", "H", "H", "C", "C", "O", "C", "H", "H", "H", "H", "H", "H"], "xyz": [[4.8027, 1.5990, 1.2526], [3.7147, 1.7131, 2.3279], [2.3509, 1.5649, 1.7828], [1.8957, 2.5907, 0.5051], [0.3007, 1.8132, 0.0154], [-0.8855, 1.7617, 0.9663], [-0.7729, 0.7068, 2.0644], [-2.3646, 1.3985, -0.0242], [1.2829, 4.0514, 1.3339], [0.9466, 4.0357, 2.7516], [1.7286, 5.2304, 0.7587], [1.6881, 6.4839, 1.6059], [2.0888, 5.2633, -0.3919], [5.5751, 0.8929, 1.5644], [5.2910, 2.5530, 1.0493], [4.3776, 1.2400, 0.3142], [3.8224, 2.6636, 2.8697], [3.8421, 0.9196, 3.0681], [1.6880, 1.4335, 2.5367], [0.0094, 2.3540, -0.8896], [0.5614, 0.7946, -0.2958], [-1.0844, 2.7504, 1.3814], [-1.7557, 0.3196, 2.3329], [-0.1484, -0.1263, 1.7325], [-0.3341, 1.1222, 2.9787], [0.5272, 3.0632, 3.0141], [1.8135, 4.2155, 3.3973], [0.1812, 4.7802, 2.9778], [2.1710, 7.2757, 1.0370], [0.6496, 6.7661, 1.8011], [2.1883, 6.3675, 2.5691], [-6.5922, -2.7272, -0.2505], [-5.8720, -1.5538, 0.3723], [-5.5981, -1.5302, 1.5490], [-5.5062, -0.4219, -0.5562], [-6.8002, -3.4793, 0.5062], [-7.5257, -2.3931, -0.7073], [-5.9822, -3.1600, -1.0459], [-6.4008, -0.0181, -1.0341], [-4.8521, -0.7911, -1.3493], [-4.9979, 0.3624, -0.0022], [-1.7448, -2.3717, 0.0769], [-0.3318, -2.4758, -0.4422], [0.2089, -1.5435, -0.9970], [0.3750, -3.7882, -0.2349], [-2.1537, -1.3908, -0.1518], [-2.3674, -3.1551, -0.3601], [-1.7467, -2.5294, 1.1579], [-0.1606, -4.5903, -0.7443], [0.4137, -4.0370, 0.8280], [1.3818, -3.7373, -0.6387], [2.2400, -5.2409, -5.2055], [1.7562, -4.5555, -3.9502], [1.2742, -5.1801, -3.0328], [1.9036, -3.0542, -3.9009], [2.0836, -6.3137, -5.1276], [1.7050, -4.8499, -6.0730], [3.3000, -5.0309, -5.3600], [1.3640, -2.6013, -4.7353], [2.9546, -2.7805, -4.0148], [1.5195, -2.6594, -2.9629]], "forces_ev_per_angstrom": [[0.05, -0.06, 0.00], [-0.06, 0.01, 0.00], [0.15, 0.27, 0.18], [-0.29, -0.10, 0.18], [0.07, -0.11, -0.12], [0.15, 0.02, 0.02], [0.01, -0.06, 0.07], [-0.06, 0.06, -0.03], [0.59, -0.02, 0.06], [-0.17, -0.11, 0.00], [-0.44, 0.01, 0.59], [0.00, 0.11, -0.02], [0.22, 0.06, -0.66], [-0.03, 0.06, -0.02], [-0.10, -0.03, -0.02], [0.04, -0.02, 0.08], [0.03, -0.07, -0.03], [-0.02, 0.04, -0.05], [0.03, -0.16, -0.15], [0.01, 0.02, 0.08], [-0.09, 0.09, -0.07], [-0.05, -0.09, -0.04], [0.05, 0.06, 0.03], [-0.08, 0.05, 0.00], [-0.01, -0.03, -0.13], [0.05, 0.18, 0.00], [-0.07, -0.04, -0.02], [0.05, -0.02, 0.00], [-0.06, -0.03, 0.05], [0.08, 0.00, 0.01], [-0.02, -0.04, -0.06], [0.00, 0.00, 0.05], [0.01, -0.02, -0.03], [0.01, 0.00, -0.02], [0.03, 0.03, 0.07], [0.00, 0.00, -0.01], [0.00, 0.00, -0.01], [0.00, 0.01, -0.01], [-0.01, -0.03, -0.02], [-0.01, 0.01, -0.02], [-0.01, 0.00, 0.00], [0.05, 0.03, -0.01], [-0.03, -0.05, 0.01], [0.01, 0.00, 0.01], [0.09, 0.00, 0.01], [-0.02, -0.01, 0.02], [0.02, -0.02, 0.00], [-0.04, 0.00, 0.00], [-0.01, 0.00, 0.01], [-0.06, 0.03, 0.01], [0.00, -0.02, 0.01], [-0.01, -0.03, 0.03], [-0.01, 0.07, 0.02], [0.00, -0.02, -0.06], [-0.03, -0.03, 0.04], [0.00, 0.00, 0.00], [0.01, 0.01, 0.00], [0.00, 0.01, -0.01], [0.01, 0.00, -0.01], [0.00, 0.00, -0.01], [0.01, 0.01, -0.01]], "mulliken_charge": [-1.1316, -0.3205, -0.0521, -0.3376, -0.7497, 0.5808, -1.4462, -0.2573, 0.2805, -1.2298, 0.7559, -1.2442, -0.5909, 0.3414, 0.3142, 0.3011, 0.2115, 0.4565, 0.1496, 0.4540, 0.0469, 0.2854, 0.5092, 0.2314, 0.3581, 0.3400, 0.3226, 0.4247, 0.3416, 0.3022, 0.3180, -1.1422, 0.8688, -0.5565, -0.9551, 0.3132, 0.3357, 0.3075, 0.4473, 0.3206, 0.0907, -0.8882, 0.9303, -0.5214, -1.3250, -0.0367, 0.4872, 0.3393, 0.3390, 0.4033, 0.3022, -1.1969, 0.8464, -0.5240, -0.7523, 0.3185, 0.3210, 0.3187, 0.3374, 0.3183, -0.0125], "smiles": "CCNP(C[C@H](C)Cl)N(C)C(C)=O.CC(C)=O.CC(C)=O.CC(C)=O", "e_above_lowest_ev": 0.089, "fmax_ha_per_bohr": 0.01436}


Record 2
{"formula": "C26H60FNO11P3S", "method": "ωB97M-V/def2-TZVPD", "elements": ["C", "C", "C", "C", "C", "C", "C", "C", "C", "C", "O", "C", "F", "C", "O", "C", "C", "O", "C", "C", "C", "S", "O", "C", "P", "P", "O", "O", "O", "P", "O", "O", "O", "H", "H", "H", "H", "H", "H", "H", "H", "H", "H", "H", "H", "H", "H", "H", "H", "H", "H", "H", "H", "H", "H", "H", "H", "H", "H", "H", "H", "H", "H", "H", "H", "H", "H", "H", "H", "H", "H", "H", "H", "C", "C", "N", "C", "C", "C", "C", "C", "O", "C", "H", "H", "H", "H", "H", "H", "H", "H", "H", "H", "H", "H", "H", "H", "H", "H", "H", "H", "H", "H"], "xyz": [[-3.0693, -0.1742, -4.4623], [-1.8415, 0.6961, -3.7405], [-0.5516, -0.3278, -3.6749], [-0.7401, -1.5098, -2.5366], [-0.8683, -0.9167, -1.0069], [0.5109, -0.1325, -0.5685], [1.7779, -1.1219, -0.2515], [1.5268, -2.2331, 0.9226], [0.7429, -1.6916, 2.2547], [1.6770, -1.7768, 3.6402], [0.8919, -2.5568, 4.5995], [1.6495, -3.6706, 5.1882], [2.6300, -3.1985, 6.2306], [0.5706, -4.6690, 5.9859], [-0.2733, -3.7905, 6.8134], [-1.4214, -4.5084, 7.3947], [-2.3453, -3.3459, 8.1608], [-1.5581, -2.8741, 9.3406], [-2.4152, -1.9537, 10.1581], [-2.4784, -0.4327, 9.5111], [2.1025, -0.2546, 4.1930], [2.8752, 0.5414, 2.6305], [3.1984, -0.3191, 5.1587], [2.9490, 0.3732, 6.4156], [1.4491, -0.2305, 7.4353], [2.2592, -0.8278, 9.4200], [1.1268, -1.4419, 10.3648], [3.0461, 0.5280, 10.1771], [3.5302, -2.0232, 9.0895], [2.8470, 2.2714, 6.3575], [4.1244, 2.8883, 7.0853], [2.5962, 2.9939, 4.8076], [1.4675, 2.7626, 7.3638], [-3.3776, -0.9983, -3.6906], [-3.9430, 0.5563, -4.7556], [-2.6635, -0.6792, -5.4422], [-1.6523, 1.6737, -4.3550], [-2.1966, 1.0305, -2.6565], [0.4397, 0.2855, -3.5413], [-0.4648, -0.8706, -4.7340], [-1.6068, -2.2593, -2.7777], [0.2648, -2.1503, -2.5756], [-0.9663, -1.8484, -0.2688], [-1.7797, -0.1727, -0.8797], [0.8620, 0.6063, -1.4276], [0.2319, 0.5779, 0.3477], [1.9772, -1.7351, -1.2563], [2.7686, -0.4738, -0.1028], [1.0024, -3.1745, 0.4088], [2.5898, -2.6345, 1.2707], [0.2751, -0.6233, 2.1651], [-0.1797, -2.4331, 2.4138], [2.7023, -2.3539, 3.4443], [2.2788, -4.2806, 4.4132], [1.1233, -5.4090, 6.7318], [-0.0460, -5.2450, 5.1673], [-2.0293, -5.0327, 6.5286], [-1.0434, -5.2682, 8.2135], [-3.3848, -3.7482, 8.5191], [-2.4445, -2.4417, 7.3953], [-1.9817, -1.8929, 11.2547], [-3.4890, -2.4349, 10.2599], [-1.5700, -0.1951, 8.7884], [-3.4698, -0.2621, 8.8973], [-2.3777, 0.3323, 10.4201], [1.1566, 0.3623, 4.5527], [1.8084, 1.2361, 1.9887], [3.8994, 0.1353, 7.1021], [0.8755, -1.4502, 6.9435], [3.0898, 0.3730, 11.1668], [4.4112, -1.5091, 9.0370], [3.3859, 3.5991, 4.5782], [1.2097, 3.6582, 6.9475], [-2.4173, 0.9040, -9.5138], [-1.3044, 1.7421, -10.1298], [-1.3588, 3.2480, -9.8004], [-2.6248, 3.8271, -10.4860], [-0.1791, 3.9872, -10.4820], [1.2131, 3.6652, -9.9659], [-1.5115, 3.5847, -8.2851], [-0.4616, 3.0227, -7.3147], [-0.5058, 1.6022, -7.2514], [0.7657, 0.9700, -7.2752], [-3.4087, 1.2053, -9.8662], [-2.2783, -0.1422, -9.8060], [-2.4262, 0.9290, -8.4245], [-1.3530, 1.6582, -11.2208], [-0.3290, 1.3649, -9.8275], [-2.5653, 3.6169, -11.5601], [-2.6462, 4.9075, -10.3122], [-3.5130, 3.3655, -10.0508], [-0.3670, 5.0598, -10.3843], [-0.2299, 3.7275, -11.5495], [1.4400, 4.2429, -9.0652], [1.9551, 3.9805, -10.7043], [1.3798, 2.6058, -9.7709], [-2.5008, 3.2141, -7.9950], [-1.5252, 4.6773, -8.2188], [-0.7229, 3.3898, -6.3094], [0.5377, 3.4040, -7.5041], [1.5953, 1.6383, -7.0496], [0.9096, 0.5361, -8.2728], [0.7602, 0.1425, -6.5540]], "forces_ev_per_angstrom": [[0.71, 0.77, 0.37], [-0.67, -0.95, -0.21], [-0.48, 0.05, -0.47], [1.15, 0.17, 0.24], [0.80, -0.35, 0.06], [-0.07, 0.63, 0.00], [0.17, -0.09, -1.07], [0.87, -0.03, -0.29], [-0.55, -0.96, 0.50], [0.41, 0.16, -0.69], [2.80, -1.45, 0.77], [-0.76, -0.42, 1.49], [-2.07, -0.74, -2.47], [0.47, 0.92, 0.24], [-0.34, -1.89, -0.83], [-0.51, 0.76, 0.85], [1.42, 0.11, -0.48], [-2.79, 0.38, -0.48], [0.13, 0.24, 0.06], [0.21, 0.14, 0.36], [-1.00, -0.75, -0.83], [-1.03, 0.59, 0.24], [-1.92, 0.96, 0.09], [1.20, -1.69, 0.33], [-1.02, 0.90, 0.81], [-1.03, -2.91, 4.14], [4.28, 2.37, -3.75], [-1.01, -2.59, -0.77], [-0.23, 3.79, 0.69], [3.08, 4.95, 3.25], [-4.21, -2.45, -3.09], [1.23, -0.51, 2.20], [1.78, 0.58, -3.95], [0.23, 1.60, -1.71], [1.51, -1.68, 0.76], [-0.78, 0.95, 1.92], [-0.07, -1.90, 1.07], [0.86, -0.75, -2.33], [-1.85, -1.33, 0.02], [-0.20, 1.18, 2.21], [1.53, 1.66, 0.34], [-2.19, 1.27, 0.11], [-0.12, 2.11, -1.56], [1.82, -1.76, -0.28], [-0.82, -1.53, 1.73], [0.76, -1.63, -1.82], [-0.38, 1.28, 2.12], [-2.33, -1.43, -0.02], [0.84, 2.15, 1.36], [-2.21, 0.87, -0.81], [1.05, -2.03, -0.05], [2.07, 1.67, -0.03], [-2.13, 1.41, 0.24], [-1.10, 1.41, 1.36], [-0.84, 1.43, -1.92], [1.06, 1.04, 1.56], [1.08, 0.95, 1.80], [-0.79, 1.33, -1.69], [1.90, 0.60, -0.84], [-0.08, -1.91, 1.53], [-0.52, -0.27, -2.51], [1.98, 1.05, -0.31], [-1.78, -0.82, 1.60], [1.94, -0.24, 1.39], [-0.50, -1.56, -2.13], [1.99, -1.31, -0.58], [1.07, -1.02, 1.19], [-1.89, 0.99, -1.78], [1.12, 0.06, 0.19], [-0.31, -0.01, -1.58], [-1.88, -1.19, 0.17], [-1.51, -1.53, 0.88], [0.47, -1.80, 1.04], [-0.32, 0.16, 0.10], [-0.02, 0.04, 0.20], [-0.64, 0.57, -0.41], [0.68, -0.28, 0.41], [-0.07, -0.47, 0.00], [0.18, 0.28, 0.34], [0.31, -0.47, -0.43], [-0.49, -0.28, 0.36], [0.28, 0.79, -0.12], [-0.16, -0.78, -0.17], [0.16, -0.09, -0.07], [0.07, 0.22, -0.05], [0.17, 0.03, -0.11], [0.03, 0.31, 0.13], [-0.10, 0.19, 0.13], [0.02, 0.03, 0.34], [0.05, -0.27, -0.03], [0.23, 0.06, -0.09], [-0.18, -0.20, 0.02], [-0.27, 0.01, 0.37], [-0.01, -0.22, -0.13], [-0.22, -0.07, -0.07], [-0.03, 0.06, -0.02], [0.22, 0.04, -0.15], [0.05, -0.16, -0.09], [-0.17, 0.21, -0.29], [0.02, -0.15, -0.19], [-0.06, 0.11, 0.09], [0.24, 0.00, 0.08], [0.00, 0.30, -0.13]], "mulliken_charge": [-0.9562, -0.1524, -0.3765, -0.6614, -0.5370, -0.4343, -0.4689, -0.6088, -0.3854, -0.1464, -0.2965, 0.3020, -0.3059, -0.7700, -0.0016, -0.5858, -0.4539, -0.2715, -0.3449, -0.5727, -0.5225, -0.2538, -0.3392, -0.0430, -0.1030, 0.7931, -0.5577, -0.5085, -0.5116, 0.9584, -0.6717, -0.4868, -0.5077, 0.2971, 0.3125, 0.1900, 0.0327, 0.2844, 0.2821, 0.1788, 0.3373, 0.2176, 0.2751, 0.2036, 0.2482, 0.2224, 0.2857, 0.2238, 0.2739, 0.3024, 0.2643, 0.2606, 0.3976, 0.3559, 0.3037, 0.3347, 0.3040, 0.2636, 0.3737, 0.2292, 0.2943, 0.3020, -0.0052, 0.2715, 0.2722, 0.4366, 0.1322, 0.3731, 0.1052, 0.3315, 0.3261, 0.3502, 0.3104, -1.1462, -0.3123, -0.0263, -1.0312, -0.3503, -1.0942, -0.7225, -0.5260, -0.1006, -0.6966, 0.3526, 0.4152, 0.1782, 0.5433, 0.1797, 0.3982, 0.4188, 0.4388, 0.3817, 0.4345, 0.3441, 0.4201, 0.2413, 0.4582, 0.4085, 0.3187, 0.3335, 0.4178, 0.2593, 0.0908], "fmax_ha_per_bohr": 0.12986, "total_charge": 1}


no.,E_HOMO (eV),DFT total energy (eV),orbital gap (eV)
1,-8.60,-51195.2335,9.2261
2,-9.94,-93351.4003,7.4730